Record 1
Density functional theory data (the ωB97M-V functional and the def2-TZVPD basis) for a molecular structure, C16H35N6O4SV.

CARTESIAN COORDINATES (ANGSTROEM)
1 V -0.26 -0.53 -0.11
2 S -2.19 -1.86 -0.58
3 O 1.34 0.37 0.63
4 O -0.33 -1.61 1.51
5 O -0.96 0.88 -1.07
6 O -1.39 0.64 1.36
7 N -2.37 -1.04 -3.30
8 N 0.59 -1.14 -1.86
9 N 0.88 -2.06 -0.81
10 N 3.03 1.32 1.80
11 N -1.42 -2.33 3.35
12 N -2.60 2.38 -1.51
13 C -1.91 -0.09 2.48
14 C -1.95 1.65 -0.68
15 C 1.13 0.37 -3.67
16 C -0.75 -3.65 3.33
17 C -3.73 3.23 -1.06
18 C 1.74 -0.72 -2.80
19 C -2.28 1.60 0.79
20 C -2.30 2.39 -2.96
21 C -1.18 -1.42 2.47
22 C -2.38 -1.43 -2.21
23 C 2.09 -1.96 -3.62
24 C 2.20 0.36 1.58
25 C 3.10 2.53 0.96
26 C -2.39 -2.15 4.45
27 C 2.93 -0.22 -2.01
28 C 4.01 1.23 2.90
29 H -2.13 2.58 1.26
30 H -4.00 3.88 -1.89
31 H 0.49 -2.99 -0.93
32 H 2.69 0.64 -1.40
33 H 3.04 3.40 1.62
34 H 2.51 -2.76 -3.01
35 H -2.90 -1.20 4.39
36 H 1.88 -2.08 -0.60
37 H -3.20 2.10 -3.49
38 H 0.25 0.01 -4.21
39 H 2.28 2.54 0.25
40 H -2.01 3.40 -3.23
41 H -2.98 -0.25 2.36
42 H 2.26 -0.50 2.24
43 H -4.58 2.61 -0.80
44 H 1.87 0.67 -4.41
45 H 1.22 -2.35 -4.16
46 H 3.81 2.03 3.61
47 H -0.38 -3.85 4.33
48 H 5.01 1.35 2.49
49 H 3.40 -1.00 -1.40
50 H -3.12 -2.95 4.40
51 H 4.05 2.54 0.44
52 H 0.07 -3.64 2.62
53 H -3.32 1.30 0.93
54 H -1.51 1.68 -3.18
55 H 3.69 0.08 -2.73
56 H -3.42 3.85 -0.22
57 H -1.49 -4.40 3.06
58 H -1.72 0.46 3.40
59 H 3.93 0.27 3.39
60 H -1.86 -2.21 5.40
61 H 2.83 -1.69 -4.37
62 H 0.86 1.24 -3.08
63 H -0.15 -1.52 -2.45

Properties
<S²>: 0.77
Spin multiplicity: 2
E_LUMO (alpha / beta), eV: -10.9 / -10.2
Net charge: +3
Molar mass, g/mol: 458.5
Total energy, eV: -70790.016



Record 2
Density functional theory data (the ωB97M-V functional and the def2-TZVPD basis) for a molecular structure, C16H36AlAsF3N3O2SSi4.

CARTESIAN COORDINATES (ANGSTROEM)
1 As -0.90 3.87 -0.17
2 S -0.30 2.63 1.45
3 Si -0.70 -2.44 1.89
4 Si -1.96 -0.78 -1.31
5 Si -0.07 -1.23 -0.02
6 Si 1.52 -2.38 -1.29
7 Al 1.00 0.76 0.83
8 F 3.42 3.91 -0.41
9 F 5.21 3.04 -1.25
10 F 3.32 2.82 -2.29
11 O 2.36 1.36 -0.12
12 O 4.53 0.81 0.00
13 N 0.57 1.97 6.64
14 N 1.55 0.58 2.60
15 N 1.50 0.32 5.01
16 C 0.83 -3.09 2.76
17 C -3.36 -0.16 -0.21
18 C -1.78 -3.89 1.41
19 C -1.68 -1.34 3.06
20 C -2.68 3.51 -0.77
21 C 0.94 -4.14 -1.63
22 C -1.55 0.54 -2.58
23 C 3.15 -2.47 -0.38
24 C 1.76 -1.49 -2.93
25 C -0.93 5.66 0.51
26 C 3.63 1.53 -0.31
27 C 3.92 2.85 -1.08
28 C -2.56 -2.29 -2.25
29 C 1.00 1.23 5.86
30 C 0.28 3.89 -1.68
31 C 1.49 0.51 3.77
32 H -1.78 -2.64 -2.94
33 H 0.07 5.94 0.81
34 H 1.97 -0.43 -2.77
35 H -2.06 -4.48 2.29
36 H -4.21 0.20 -0.80
37 H -1.10 1.41 -2.10
38 H 3.54 -1.48 -0.14
39 H 1.67 -4.68 -2.24
40 H -0.15 4.52 -2.45
41 H 0.56 -3.54 3.72
42 H -3.34 3.51 0.10
43 H -1.82 -1.84 4.02
44 H -1.59 5.69 1.38
45 H -2.66 -1.11 2.64
46 H 2.59 -1.92 -3.48
47 H 1.33 -3.85 2.15
48 H 1.24 4.30 -1.35
49 H 0.86 -1.56 -3.55
50 H 1.56 -2.29 2.96
51 H -1.27 -4.56 0.71
52 H -2.72 2.53 -1.25
53 H -3.02 0.64 0.45
54 H 0.43 2.88 -2.06
55 H -1.30 6.34 -0.26
56 H -2.70 -3.55 0.93
57 H 3.04 -3.03 0.56
58 H -1.17 -0.39 3.25
59 H -0.02 -4.15 -2.15
60 H -3.72 -0.97 0.43
61 H -2.98 4.28 -1.48
62 H 0.82 -4.69 -0.69
63 H -3.45 -2.07 -2.83
64 H -0.81 0.16 -3.29
65 H 3.89 -2.98 -0.99
66 H -2.42 0.87 -3.15
67 H -2.79 -3.12 -1.57

Properties
E_LUMO, eV: -0.1
Molar mass, g/mol: 605.8
Total energy, eV: -143682.103